Record 1
ORCA calculation (ωB97M-V/def2-TZVPD) on a 7-piece molecular cluster, C30H60BrClFIN7O12PS overall in a non-equilibrium geometry.

E = -6636.69651 a.u.
gap between HOMO and LUMO = 8.800 eV
SMILES string = CC(=O)N(C)[C@H]1OS(=O)(=O)[C@H](Br)[C@H](CC(=O)F)[C@]1(C[C@@H](C)I)P(O)Cl.CNC(C)=O.CNC(C)=O.CNC(C)=O.CNC(C)=O.CNC(C)=O.CNC(C)=O
HOMO level = -8.56 eV

Last column: Löwdin charge in e.
Atoms and positions in Å:
C 4.00 1.86 3.61  0.023
C 4.17 1.89 2.12  -0.449
O 5.03 2.61 1.66  0.083
N 3.42 1.06 1.19  -0.066
C 4.09 -0.25 1.04  -0.003
C 2.01 0.92 1.36  -0.349
O 1.69 0.57 2.74  -0.212
S 0.31 -0.20 2.89  0.541
O 0.14 -0.34 4.28  -0.243
O 0.25 -1.36 2.08  -0.228
C -0.72 1.11 2.25  -0.700
Br -2.58 0.83 2.60  0.883
C -0.35 1.58 0.83  -0.337
C -0.64 0.64 -0.34  -0.115
C -1.93 -0.11 -0.32  -0.488
O -3.03 0.33 -0.58  0.111
F -1.78 -1.42 -0.02  0.083
C 1.13 2.05 0.79  -0.463
C 1.38 3.38 1.51  -0.215
C 0.76 4.74 1.09  -0.725
C 1.85 5.79 0.77  -0.204
I -0.67 4.86 -0.50  0.940
P 1.66 2.21 -1.03  0.648
O 2.24 0.73 -1.43  -0.318
Cl 3.37 3.38 -1.03  0.349
H 4.22 2.86 3.96  0.087
H 3.01 1.61 3.98  0.068
H 4.73 1.20 4.05  0.076
H 3.60 -1.02 1.62  0.090
H 4.09 -0.54 0.00  0.082
H 5.11 -0.14 1.36  0.096
H 1.74 0.05 0.78  0.120
H -0.43 1.91 2.91  0.072
H -1.00 2.43 0.69  0.052
H -0.72 1.25 -1.23  0.078
H 0.15 -0.08 -0.53  0.105
H 2.44 3.53 1.55  0.068
H 1.10 3.22 2.55  0.118
H 0.26 5.15 1.94  0.058
H 2.02 5.82 -0.29  0.015
H 1.48 6.76 1.03  0.068
H 2.76 5.58 1.30  0.075
H 2.07 0.63 -2.37  0.055
C -0.83 -4.49 -0.18  -0.012
C -0.97 -5.99 -0.04  -0.552
O -0.11 -6.69 0.47  0.034
N -2.12 -6.55 -0.52  0.004
C -3.25 -5.88 -1.15  -0.078
H 0.13 -4.19 0.24  0.084
H -0.86 -4.20 -1.23  0.073
H -1.62 -3.98 0.36  0.078
H -2.16 -7.55 -0.40  0.137
H -4.16 -6.06 -0.57  0.082
H -3.40 -6.28 -2.15  0.081
H -3.08 -4.81 -1.21  0.064
C -2.65 0.40 -5.11  -0.005
C -1.54 0.27 -4.10  -0.534
O -1.00 1.24 -3.59  0.022
N -1.15 -0.99 -3.76  0.015
C -1.68 -2.26 -4.24  -0.067
H -2.85 1.46 -5.28  0.065
H -2.36 -0.05 -6.06  0.091
H -3.56 -0.07 -4.74  0.087
H -0.41 -1.02 -3.08  0.127
H -2.07 -2.84 -3.40  0.073
H -0.88 -2.83 -4.71  0.086
H -2.47 -2.10 -4.96  0.073
C 4.99 -2.98 5.58  -0.015
C 4.48 -1.82 4.76  -0.530
O 5.24 -1.05 4.19  0.016
N 3.14 -1.65 4.68  0.034
C 2.07 -2.43 5.28  -0.067
H 6.07 -2.99 5.56  0.089
H 4.66 -2.89 6.62  0.056
H 4.62 -3.92 5.16  0.084
H 2.88 -0.85 4.12  0.093
H 1.43 -2.82 4.49  0.080
H 1.48 -1.79 5.92  0.079
H 2.45 -3.26 5.87  0.075
C -6.20 2.29 -4.24  -0.003
C -6.10 2.22 -5.74  -0.539
O -5.02 2.24 -6.32  0.015
N -7.26 2.13 -6.45  0.008
C -8.62 2.08 -5.94  -0.074
H -5.20 2.36 -3.82  0.081
H -6.77 3.17 -3.93  0.087
H -6.68 1.39 -3.84  0.087
H -7.12 2.09 -7.44  0.138
H -9.10 1.16 -6.25  0.083
H -9.19 2.93 -6.33  0.084
H -8.63 2.14 -4.85  0.071
C 5.37 -5.09 10.46  -0.010
C 5.17 -4.67 9.03  -0.539
O 5.27 -3.51 8.67  0.029
N 4.87 -5.65 8.13  0.014
C 4.71 -7.08 8.37  -0.073
H 5.60 -4.21 11.05  0.082
H 4.47 -5.55 10.86  0.084
H 6.20 -5.79 10.55  0.085
H 4.75 -5.32 7.19  0.119
H 5.44 -7.63 7.78  0.084
H 3.71 -7.39 8.09  0.084
H 4.87 -7.31 9.42  0.070
C -3.71 6.95 -8.87  -0.016
C -2.60 6.82 -7.85  -0.561
O -2.07 7.80 -7.35  0.027
N -2.22 5.57 -7.50  0.009
C -2.75 4.30 -7.99  -0.070
H -3.90 8.01 -9.04  0.079
H -3.42 6.49 -9.81  0.081
H -4.63 6.48 -8.50  0.081
H -1.48 5.54 -6.82  0.138
H -3.15 3.72 -7.16  0.061
H -1.95 3.73 -8.46  0.082
H -3.54 4.45 -8.71  0.070

Record 2
ORCA calculation (ωB97M-V/def2-TZVPD) on an isolated ion of composition C3H11N2S and charge +1 in a non-equilibrium geometry.

E = -628.30868 a.u.
gap between HOMO and LUMO = 10.788 eV
SMILES string = C[NH+](C)[C@@H](N)S
HOMO level = -13.87 eV
net charge = +1

Last column: Löwdin charge in e.
Atoms and positions in Å:
C -0.44 -1.07 0.96  -0.047
C -1.44 -0.19 -0.93  -0.021
C 0.94 0.58 -0.38  -0.700
N 0.77 1.62 0.52  0.101
N -0.15 -0.62 -0.36  -0.220
S 2.48 -0.28 -0.38  0.891
H -0.77 -0.16 1.43  0.099
H -1.29 -1.67 0.90  0.090
H 0.38 -1.60 1.50  0.135
H -2.13 0.08 -0.16  0.096
H -1.31 0.66 -1.65  0.124
H -1.94 -1.05 -1.45  0.132
H 0.90 1.10 -1.40  0.142
H 0.18 2.31 0.26  0.081
H 0.86 1.37 1.44  0.069
H 0.11 -1.39 -0.99  0.168
H 2.85 0.30 0.70  -0.141

Record 3
ORCA calculation (ωB97M-V/def2-TZVPD) on C40H37BrIMoN2O2PS2 as an isolated structure in a non-equilibrium geometry.

2S+1 = 3
E = -5882.66942 a.u.
gap between HOMO and LUMO (spin up / spin down) = 4.693 / 4.472 eV
HOMO level (spin up / spin down) = -17.67 / -17.65 eV
net charge = +4

Last column: Löwdin charge in e.
Atoms and positions in Å:
Mo 0.22 -0.28 0.56  1.438
O 1.76 0.59 0.88  -0.567
P 2.08 1.88 -0.02  0.950
C 0.38 2.11 -0.64  -0.358
C -0.60 2.24 0.38  -0.154
C -1.92 2.52 0.01  -0.035
C -2.26 2.65 -1.33  -0.015
C -1.29 2.52 -2.32  0.014
C 0.03 2.25 -1.98  -0.044
C 2.56 3.24 1.00  -0.309
C 3.47 3.04 2.04  -0.056
C 3.91 4.14 2.77  -0.026
C 3.46 5.41 2.45  -0.001
C 2.56 5.61 1.40  -0.023
C 2.11 4.52 0.67  -0.064
C 3.25 1.41 -1.26  -0.307
C 3.81 0.13 -1.32  -0.101
C 4.76 -0.13 -2.28  -0.044
C 5.16 0.86 -3.17  -0.019
C 4.61 2.14 -3.10  -0.023
C 3.66 2.43 -2.13  -0.059
H -0.28 2.44 1.40  0.129
H -2.65 2.73 0.78  0.127
H -3.27 2.91 -1.60  0.128
H -1.55 2.68 -3.36  0.140
H 0.79 2.21 -2.76  0.125
H 3.84 2.05 2.27  0.115
H 4.61 4.00 3.58  0.129
H 3.83 6.27 3.00  0.135
H 2.22 6.60 1.16  0.130
H 1.41 4.67 -0.15  0.117
H 3.50 -0.63 -0.61  0.089
H 5.22 -1.11 -2.33  0.130
H 5.92 0.64 -3.91  0.133
H 4.95 2.91 -3.78  0.132
H 3.26 3.43 -2.04  0.122
Br -1.97 -2.07 -4.74  0.751
C -0.32 -1.44 -5.39  -0.729
C -0.17 -1.23 -6.76  -0.088
C 1.02 -0.73 -7.26  -0.020
C 2.08 -0.44 -6.41  -0.040
C 1.95 -0.66 -5.05  -0.141
C 0.76 -1.16 -4.56  -0.647
I 0.65 -1.60 -2.47  1.017
H -1.00 -1.45 -7.42  0.122
H 1.13 -0.58 -8.33  0.133
H 3.01 -0.05 -6.80  0.125
H 2.78 -0.45 -4.38  0.080
S 1.12 -2.34 1.35  0.683
C 1.12 -2.62 3.11  -0.667
N 0.76 -3.82 3.50  0.060
C 0.84 -4.28 4.90  -0.108
C 0.81 -3.09 5.84  -0.131
C 1.79 -2.01 5.37  -0.112
N 1.55 -1.71 3.95  0.056
H 0.55 -4.52 2.80  0.149
H 1.75 -4.87 5.03  0.147
H -0.01 -4.94 5.09  0.141
H 1.09 -3.41 6.84  0.142
H -0.19 -2.67 5.88  0.131
H 2.82 -2.34 5.50  0.146
H 1.65 -1.10 5.95  0.140
H 1.89 -0.83 3.59  0.135
O -1.39 -0.84 0.08  -0.797
S -2.80 -1.14 -0.69  1.210
C -3.87 0.00 0.18  -0.419
C -4.69 0.83 -0.56  -0.087
C -5.49 1.74 0.12  -0.024
C -5.45 1.81 1.50  -0.004
C -4.62 0.96 2.23  -0.025
C -3.83 0.03 1.57  -0.067
C -3.39 -2.68 0.01  -0.385
C -2.61 -3.46 0.84  -0.077
C -3.16 -4.61 1.38  -0.034
C -4.47 -4.97 1.07  -0.008
C -5.22 -4.19 0.21  -0.009
C -4.69 -3.03 -0.33  -0.050
H -4.73 0.76 -1.64  0.131
H -6.15 2.40 -0.44  0.136
H -6.05 2.54 2.03  0.136
H -4.60 1.00 3.31  0.130
H -3.20 -0.66 2.13  0.120
H -1.59 -3.17 1.06  0.053
H -2.57 -5.23 2.04  0.118
H -4.89 -5.86 1.51  0.134
H -6.23 -4.48 -0.05  0.137
H -5.29 -2.42 -1.00  0.130

Record 4
ORCA calculation (ωB97M-V/def2-TZVPD) on C47H40Cl5N11OS2Sc as an isolated structure in a non-equilibrium geometry.

E = -6349.92672 a.u.
gap between HOMO and LUMO (spin up / spin down) = 5.101 / 5.067 eV
HOMO level (spin up / spin down) = -7.76 / -7.73 eV
net charge = +1

Last column: Löwdin charge in e.
Atoms and positions in Å:
Sc -0.09 -0.07 0.17  1.001
C -1.33 -3.02 0.96  -0.112
N -0.14 -2.22 1.22  -0.109
C 1.07 -2.94 0.80  -0.097
C 2.16 -1.98 0.53  -0.319
N 2.01 -0.91 -0.23  0.089
C 3.27 -0.28 -0.23  -0.207
C 3.72 0.87 -0.88  -0.036
C 5.04 1.22 -0.70  -0.066
C 5.92 0.46 0.09  -0.065
C 5.49 -0.69 0.73  -0.004
C 4.15 -1.03 0.54  -0.178
N 3.41 -2.10 1.02  0.201
C -1.67 -2.81 -0.47  -0.329
N -1.13 -1.85 -1.19  0.117
C -1.66 -2.01 -2.48  -0.193
C -1.44 -1.32 -3.67  -0.004
C -2.12 -1.74 -4.79  -0.065
C -3.02 -2.82 -4.76  -0.073
C -3.24 -3.52 -3.60  -0.009
C -2.55 -3.10 -2.47  -0.185
N -2.52 -3.58 -1.17  0.191
H -2.14 -2.66 1.59  0.123
H -1.17 -4.08 1.17  0.140
H -0.06 -1.97 2.21  0.076
H 0.85 -3.45 -0.14  0.139
H 1.37 -3.70 1.53  0.141
H 3.07 1.48 -1.47  0.069
H 5.42 2.11 -1.18  0.101
H 6.94 0.77 0.20  0.111
H 6.15 -1.28 1.34  0.117
H 3.72 -2.84 1.62  0.178
H -0.74 -0.50 -3.73  0.084
H -1.96 -1.22 -5.73  0.108
H -3.53 -3.11 -5.67  0.110
H -3.92 -4.36 -3.56  0.116
H -3.02 -4.38 -0.82  0.176
C -4.40 -0.71 -0.05  -0.018
N -3.81 -0.49 1.26  -0.141
C -4.55 -0.26 2.41  -0.046
C -3.67 0.06 3.37  -0.022
N -2.41 -0.01 2.79  -0.101
C -2.49 -0.31 1.46  -0.141
S -2.51 2.88 0.97  0.377
C -1.17 0.21 3.43  -0.329
C -0.45 -0.78 4.12  -0.109
C 0.88 -0.84 3.74  -0.194
C 1.15 0.07 2.70  -0.348
C 0.62 2.75 3.41  -0.031
N -1.20 1.95 1.51  -0.929
H -4.99 -1.63 -0.06  0.094
H -3.60 -0.78 -0.78  0.068
H -5.04 0.13 -0.31  0.098
H -5.62 -0.31 2.43  0.124
H -3.80 0.34 4.40  0.131
H -0.93 -1.43 4.83  0.114
H 1.63 -1.46 4.24  0.102
H 2.19 0.36 2.52  0.095
H 0.83 1.73 1.41  -0.054
Cl -0.14 1.25 2.46  0.804
C 1.40 3.68 3.12  -0.114
C 2.22 4.76 3.55  -0.093
C 3.02 5.52 2.79  -0.087
C 3.21 5.37 1.37  -0.088
C 2.73 4.41 0.56  -0.603
Cl 3.15 4.45 -1.14  0.697
C 1.92 3.28 0.90  -0.188
N 1.42 2.28 0.50  0.142
H 2.14 5.00 4.61  0.120
H 3.55 6.33 3.26  0.108
H 3.84 6.11 0.89  0.111
Cl 2.59 7.24 -5.59  0.687
C 1.17 6.45 -4.97  -0.661
C 0.10 6.19 -5.82  -0.088
C -1.02 5.59 -5.29  -0.024
C -1.11 5.22 -3.95  -0.205
C -2.40 4.59 -3.45  -0.298
C -2.50 3.12 -3.87  -0.034
N -1.48 2.30 -3.22  -0.030
C -0.18 2.10 -3.63  -0.039
C 0.39 1.31 -2.68  -0.133
N -0.55 1.00 -1.72  -0.041
C -1.66 1.64 -2.06  -0.161
O -3.52 5.21 -4.05  -0.099
C -4.07 6.26 -3.26  -0.132
C -3.04 7.27 -2.86  -0.331
C -2.53 7.41 -1.60  -0.984
Cl -2.98 6.55 -0.19  0.667
S -1.29 8.59 -1.52  1.003
C -1.44 8.93 -3.19  -0.393
C -2.40 8.17 -3.77  -0.139
C 0.00 5.47 -3.14  -0.567
Cl -0.01 4.98 -1.48  0.758
C 1.13 6.10 -3.64  -0.133
H 0.15 6.48 -6.86  0.110
H -1.88 5.42 -5.93  0.130
H -2.45 4.66 -2.36  0.110
H -2.38 3.04 -4.95  0.142
H -3.48 2.73 -3.60  0.144
H 0.20 2.55 -4.52  0.138
H 1.39 0.91 -2.65  0.100
H -2.57 1.66 -1.48  0.084
H -4.55 5.84 -2.38  0.115
H -4.83 6.71 -3.89  0.136
H -0.82 9.68 -3.65  0.073
H -2.66 8.22 -4.82  0.124
H 1.97 6.30 -2.98  0.078

Record 5
ORCA calculation (ωB97M-V/def2-TZVPD) on an isolated ion of composition C4H6NO2 and charge +1 in a non-equilibrium geometry.

E = -360.81773 a.u.
gap between HOMO and LUMO (spin up / spin down) = 9.042 / 9.043 eV
SMILES string = CC(=O)C(C)=[N+]=O
HOMO level (spin up / spin down) = -15.85 / -15.85 eV
net charge = +1

Last column: Löwdin charge in e.
Atoms and positions in Å:
C 0.07 -1.02 0.00  -0.300
C 0.66 0.53 -0.13  -0.077
C -0.83 -1.19 1.17  0.047
C -0.28 1.35 -1.18  0.078
N 1.83 0.60 0.18  0.053
O 0.35 -1.61 -0.99  0.216
O 2.86 0.66 0.70  0.292
H -0.39 -0.92 2.06  0.075
H -1.07 -2.27 1.20  0.128
H -1.77 -0.56 1.12  0.145
H 0.32 2.10 -1.69  0.080
H -0.57 0.44 -1.83  0.117
H -1.17 1.88 -0.60  0.146

Record 6
ORCA calculation (ωB97M-V/def2-TZVPD) on C30H27BMgN8PSbSe4 as an isolated structure.

2S+1 = 2
E = -12010.11283 a.u.
gap between HOMO and LUMO (spin up / spin down) = 7.014 / 6.018 eV
HOMO level (spin up / spin down) = -4.75 / -4.72 eV
net charge = -1

Last column: Löwdin charge in e.
Atoms and positions in Å:
Mg -1.07 0.46 1.04  0.200
C -1.00 -2.02 -2.50  -0.064
C -1.25 -1.83 -1.14  -0.161
N -0.84 -0.63 -0.76  -0.010
N -0.32 -0.02 -1.85  0.030
C -0.41 -0.85 -2.91  -0.083
B 0.10 1.48 -1.68  -0.626
N -1.17 2.28 -1.29  0.020
C -1.77 3.29 -1.94  -0.064
C -2.87 3.69 -1.21  -0.044
C -2.87 2.85 -0.09  -0.119
N -1.85 2.00 -0.16  -0.009
N 1.17 1.56 -0.55  0.027
C 2.49 1.80 -0.64  -0.081
C 3.06 1.65 0.61  -0.034
C 1.98 1.32 1.43  -0.149
N 0.86 1.25 0.73  -0.005
N 0.71 2.12 -2.93  -0.018
C 1.20 3.38 -2.99  -0.119
C 1.64 3.61 -4.27  -0.069
C 1.36 2.40 -4.94  -0.162
N 0.80 1.52 -4.14  0.072
H -1.20 -2.90 -3.09  0.091
H -1.69 -2.50 -0.42  0.114
H -0.05 -0.53 -3.87  0.093
H -1.38 3.65 -2.88  0.117
H -3.57 4.47 -1.45  0.091
H -3.53 2.82 0.76  0.117
H 2.94 2.04 -1.59  0.116
H 4.09 1.77 0.88  0.098
H 1.96 1.13 2.49  0.102
H 1.21 4.01 -2.11  0.133
H 2.09 4.50 -4.66  0.087
H 1.55 2.15 -5.97  0.095
Se -3.65 2.50 4.82  -0.082
Sb -1.70 1.04 4.50  -0.365
Se -2.33 -0.73 2.85  -0.020
Se -0.76 2.91 3.22  -0.048
Se -0.48 0.12 6.35  -0.197
C 3.15 -7.27 -0.09  -0.102
C 2.75 -6.70 -1.29  -0.096
C 2.45 -5.34 -1.34  -0.114
C 2.57 -4.53 -0.21  -0.376
C 2.98 -5.12 0.98  -0.082
C 3.26 -6.47 1.05  -0.089
P 2.13 -2.76 -0.42  1.123
C 3.57 -2.17 -1.38  -0.369
C 4.85 -2.72 -1.31  -0.098
C 5.88 -2.19 -2.07  -0.089
C 5.65 -1.10 -2.90  -0.095
C 4.38 -0.55 -2.98  -0.085
C 3.35 -1.08 -2.23  -0.101
C 2.43 -2.10 1.26  -0.396
C 3.66 -1.66 1.74  -0.101
C 3.77 -1.22 3.06  -0.090
C 2.66 -1.22 3.89  -0.083
C 1.43 -1.65 3.42  -0.096
C 1.32 -2.08 2.10  -0.126
H 3.37 -8.33 -0.03  0.095
H 2.65 -7.31 -2.17  0.097
H 2.13 -4.90 -2.28  0.102
H 3.07 -4.51 1.88  0.101
H 3.57 -6.91 1.99  0.100
H 5.04 -3.56 -0.66  0.107
H 6.87 -2.62 -2.01  0.098
H 6.46 -0.69 -3.50  0.097
H 4.19 0.29 -3.64  0.099
H 2.35 -0.67 -2.31  0.077
H 4.53 -1.65 1.10  0.096
H 4.73 -0.87 3.42  0.100
H 2.74 -0.86 4.91  0.100
H 0.55 -1.63 4.05  0.042
H 0.35 -2.40 1.73  0.080

Record 7
ORCA calculation (ωB97M-V/def2-TZVPD) on a 2-piece molecular cluster, C5H10O2 overall in a non-equilibrium geometry.

E = -346.93002 a.u.
gap between HOMO and LUMO = 9.844 eV
SMILES string = C=C/C(O)=C/C.O
HOMO level = -9.12 eV

Last column: Löwdin charge in e.
Atoms and positions in Å:
C 0.25 1.51 -1.34  -0.085
C 0.37 0.10 -0.83  -0.115
C -0.46 -0.47 0.03  -0.370
O -1.38 0.25 0.78  0.027
C -0.28 -1.85 0.57  -0.113
C -0.90 -2.87 0.01  0.022
H 0.75 2.13 -0.60  0.060
H 0.73 1.68 -2.30  0.072
H -0.78 1.88 -1.37  0.074
H 1.25 -0.38 -1.25  0.114
H -1.92 0.83 0.22  0.106
H 0.32 -2.02 1.46  0.108
H -1.49 -2.87 -0.89  0.062
H -0.73 -3.87 0.42  0.057
H 0.87 1.46 1.47  -0.002
H 2.13 2.33 1.63  0.041
O 1.25 2.16 2.01  -0.057